No. 1
ORCA calculation (ωB97M-V with the def2-TZVPD basis set) on C89H204F18N13O4P3 as an isolated structure at a distorted geometry.

Each line ends with the Löwdin charge.
Element x y z (Å)
P 19.251 18.129 16.707  0.22
P 22.984 22.900 24.197  0.13
P 16.156 20.503 28.159  0.09
F 20.164 18.318 15.382  -0.16
F 18.763 16.634 16.070  -0.22
F 21.863 21.849 24.722  -0.17
F 24.065 23.949 23.647  -0.17
F 18.303 17.956 18.013  -0.17
F 22.183 23.067 22.790  -0.18
F 23.888 22.814 25.560  -0.18
F 18.039 18.863 15.972  -0.14
F 22.136 24.115 24.788  -0.15
F 15.881 22.008 28.156  -0.11
F 23.804 21.620 23.635  -0.17
F 19.880 19.516 17.350  -0.19
F 16.367 18.917 28.075  -0.17
F 16.747 20.518 29.628  -0.15
F 14.622 20.276 28.706  -0.20
F 15.553 20.332 26.556  -0.24
F 17.646 20.764 27.581  -0.17
F 20.468 17.345 17.456  -0.18
O 10.668 17.762 29.330  0.19
O 11.202 10.939 22.156  0.20
O 19.417 16.021 12.685  0.19
O 17.080 27.114 32.301  0.20
N 9.376 23.257 19.294  -0.26
N 23.652 7.903 27.475  -0.23
N 18.072 21.464 6.735  -0.25
N 20.688 19.231 22.088  -0.24
N 20.010 19.357 33.238  -0.28
N 16.485 27.711 30.159  0.09
N 18.332 27.508 17.670  -0.30
N 9.360 10.695 20.751  0.09
N 18.051 14.542 14.013  0.09
N 11.464 19.887 29.907  0.07
N 29.444 19.530 27.535  -0.29
N 30.017 19.868 12.246  -0.26
N 27.270 27.938 23.261  -0.27
C 21.055 19.582 34.288  0.04
C 11.416 18.313 30.078  -0.34
C 25.072 8.115 27.962  -0.15
C 28.227 28.533 24.232  -0.13
C 23.287 6.261 29.503  -0.15
C 7.567 21.316 20.478  -0.16
C 17.224 26.494 17.704  0.03
C 30.439 21.082 11.585  -0.13
C 25.631 29.704 24.054  -0.18
C 30.154 20.107 13.901  -0.11
C 29.254 19.372 14.701  -0.27
C 28.959 19.799 28.866  -0.16
C 30.311 21.297 10.003  -0.23
C 22.426 11.443 26.432  -0.10
C 22.192 21.625 19.494  -0.08
C 11.295 20.646 31.171  0.00
C 27.546 29.142 25.484  -0.13
C 18.842 20.400 33.420  -0.06
C 20.256 26.405 20.831  -0.08
C 32.921 21.132 27.621  -0.14
C 18.679 18.987 7.003  -0.34
C 19.501 21.671 32.873  -0.14
C 19.408 19.903 22.516  -0.10
C 27.007 18.244 28.509  -0.24
C 28.762 20.390 26.487  0.04
C 10.676 22.455 19.264  -0.13
C 16.033 28.833 29.222  0.02
C 31.453 21.245 27.801  -0.27
C 23.741 6.731 26.462  0.04
C 17.567 28.523 15.591  -0.14
C 17.194 22.295 5.820  0.04
C 26.627 30.268 25.037  -0.20
C 19.441 17.968 33.365  -0.16
C 19.852 22.727 7.990  -0.10
C 27.789 17.688 27.356  -0.23
C 10.600 10.181 21.505  -0.40
C 16.977 29.301 16.769  -0.13
C 15.338 28.814 32.257  0.05
C 18.063 20.048 6.241  -0.17
C 19.523 15.509 33.063  -0.08
C 26.528 26.749 23.825  0.04
C 28.194 27.501 22.077  -0.10
C 16.329 27.829 31.757  -0.36
C 23.098 9.076 26.679  -0.14
C 19.498 22.065 6.649  -0.07
C 20.411 17.893 21.288  0.08
C 20.578 21.193 31.834  -0.12
C 21.608 20.141 21.374  -0.15
C 27.491 19.579 29.041  -0.22
C 21.324 18.853 23.451  -0.08
C 28.314 26.476 19.778  -0.09
C 24.739 6.553 29.941  -0.16
C 27.944 20.073 10.504  -0.20
C 20.332 16.809 33.014  -0.24
C 23.305 10.469 27.246  -0.23
C 28.623 19.602 11.919  -0.16
C 9.584 24.594 18.623  0.03
C 8.813 23.440 20.616  -0.17
C 17.077 14.403 12.898  0.01
C 20.129 18.441 24.346  -0.15
C 20.479 19.677 31.860  -0.13
C 8.402 22.462 18.412  -0.09
C 11.852 23.011 20.050  -0.22
C 25.681 7.017 28.783  -0.14
C 29.224 18.121 27.199  -0.15
C 18.970 21.869 8.915  -0.16
C 29.131 20.874 9.479  -0.26
C 17.786 28.869 18.000  -0.10
C 21.045 20.799 20.121  -0.21
C 8.016 21.085 19.014  -0.16
C 10.866 8.692 21.283  0.06
C 29.695 19.448 16.251  -0.04
C 18.689 27.766 16.235  -0.12
C 19.423 15.357 13.672  -0.36
C 12.973 21.969 20.223  -0.08
C 8.547 22.177 21.259  -0.17
C 26.362 29.063 22.891  -0.12
C 30.912 18.606 11.925  0.07
C 19.141 27.057 20.025  -0.25
C 12.370 17.777 31.118  0.03
C 30.953 19.799 27.503  -0.13
C 27.404 26.779 20.980  -0.23
C 8.137 10.377 21.622  0.06
C 17.719 21.625 8.154  -0.14
C 20.482 14.992 14.573  0.00
C 18.917 19.153 23.740  -0.14
C 18.939 17.731 6.361  -0.16
C 19.516 27.153 18.576  -0.11
C 22.775 7.514 28.754  -0.05
H 27.014 19.604 10.090  0.09
H 27.264 25.981 24.002  0.11
H 27.054 29.852 22.516  0.16
H 17.654 14.147 11.978  0.12
H 26.977 28.323 25.932  0.11
H 17.689 25.539 17.377  0.13
H 9.512 21.668 21.354  0.12
H 33.480 22.432 27.766  0.20
H 21.233 26.859 20.677  0.08
H 16.292 13.638 13.116  0.12
H 24.323 10.794 27.198  0.10
H 17.093 22.508 8.204  0.13
H 21.335 17.664 20.798  0.09
H 29.147 20.864 28.968  0.13
H 19.707 20.886 22.763  0.12
H 18.829 28.051 20.377  0.12
H 17.561 22.230 4.775  0.13
H 11.886 17.866 32.105  0.11
H 21.567 21.500 32.120  0.10
H 15.881 29.181 16.931  0.14
H 20.097 14.824 15.551  0.08
H 31.243 19.954 13.957  0.14
H 28.714 19.196 9.349  0.19
H 8.890 20.329 18.931  0.14
H 12.718 21.206 20.954  0.08
H 24.924 29.043 24.609  0.13
H 21.291 19.058 31.538  0.12
H 20.832 16.925 32.065  0.10
H 22.417 11.307 25.312  0.10
H 31.331 19.434 26.539  0.14
H 23.908 5.793 26.956  0.08
H 14.953 28.862 29.270  0.10
H 31.588 21.127 11.812  0.17
H 20.749 18.930 35.123  0.12
H 7.143 20.699 18.426  0.14
H 29.302 20.299 25.527  0.13
H 26.621 27.442 20.622  0.11
H 26.977 18.230 26.520  0.16
H 10.855 21.659 30.954  0.13
H 16.389 28.701 28.209  0.10
H 28.538 18.495 11.904  0.13
H 8.231 22.410 22.243  0.13
H 10.691 20.044 29.236  0.18
H 10.953 22.316 18.230  0.14
H 19.631 28.318 16.324  0.14
H 22.574 6.113 30.323  0.13
H 17.504 27.605 30.054  0.17
H 30.590 22.131 9.285  0.17
H 26.100 30.729 25.883  0.13
H 17.050 19.701 5.942  0.16
H 21.761 7.381 28.435  0.12
H 27.595 21.531 10.179  0.18
H 20.970 14.043 14.232  0.14
H 23.077 10.586 28.298  0.11
H 24.488 6.912 25.702  0.11
H 17.760 15.067 14.837  0.15
H 29.515 19.195 29.602  0.17
H 25.041 9.014 28.601  0.13
H 33.316 20.846 26.611  0.08
H 28.993 27.779 24.455  0.14
H 18.830 15.428 32.255  0.07
H 7.322 10.712 21.014  0.11
H 30.155 21.924 12.237  0.13
H 24.980 5.651 30.504  0.12
H 19.133 17.839 34.412  0.15
H 29.192 18.298 14.505  0.12
H 10.399 21.497 19.638  0.10
H 25.743 8.322 27.114  0.15
H 19.472 23.727 7.992  0.11
H 21.794 19.711 23.923  0.10
H 21.830 20.861 22.146  0.09
H 18.738 22.336 9.871  0.12
H 10.476 8.146 22.112  0.10
H 12.285 20.775 31.588  0.10
H 28.893 19.052 16.892  0.08
H 11.538 23.423 21.000  0.11
H 21.408 11.391 26.796  0.07
H 9.358 11.716 20.705  0.18
H 22.009 8.866 26.649  0.14
H 13.212 21.522 19.262  0.08
H 16.949 26.357 18.765  0.10
H 28.337 29.530 26.093  0.12
H 19.515 22.750 5.791  0.14
H 16.373 26.848 17.091  0.12
H 27.599 17.503 29.476  0.19
H 30.923 21.893 27.066  0.12
H 21.159 16.764 33.731  0.12
H 19.837 19.317 7.333  0.16
H 22.506 19.568 21.024  0.16
H 16.017 26.830 29.931  0.17
H 17.211 28.773 18.929  0.14
H 18.654 29.524 18.207  0.15
H 25.933 26.968 24.712  0.10
H 31.243 21.530 28.837  0.12
H 28.857 21.192 8.346  0.16
H 25.807 26.423 23.051  0.11
H 17.100 30.333 16.497  0.12
H 25.907 17.917 28.366  0.14
H 19.795 17.152 6.855  0.11
H 27.962 19.962 12.817  0.13
H 27.091 19.961 30.048  0.15
H 27.597 16.627 26.945  0.15
H 22.424 22.559 20.041  0.08
H 21.934 21.888 18.476  0.07
H 18.289 13.671 14.361  0.13
H 23.300 5.328 28.867  0.13
H 8.855 22.341 17.424  0.14
H 18.686 22.202 32.330  0.12
H 11.924 8.630 21.519  0.11
H 7.422 22.978 18.388  0.15
H 31.919 18.961 12.142  0.10
H 18.582 20.417 34.469  0.14
H 17.139 23.302 6.160  0.10
H 18.840 26.772 15.784  0.15
H 27.832 25.757 19.145  0.06
H 22.739 12.447 26.667  0.06
H 23.442 8.951 25.660  0.13
H 26.620 7.383 29.105  0.11
H 30.216 20.368 16.436  0.06
H 16.982 20.857 8.400  0.15
H 18.418 18.730 8.107  0.15
H 9.531 23.961 21.204  0.13
H 7.574 20.276 20.849  0.13
H 18.933 15.373 33.978  0.09
H 29.874 17.484 27.872  0.17
H 28.697 29.286 23.605  0.13
H 13.342 18.310 31.099  0.11
H 12.486 16.705 30.937  0.11
H 7.890 23.982 20.564  0.16
H 10.198 24.541 17.695  0.13
H 17.976 20.012 32.838  0.14
H 30.830 18.187 10.897  0.12
H 8.077 9.298 21.835  0.12
H 16.179 21.879 5.956  0.12
H 26.704 20.278 28.412  0.16
H 18.585 17.958 32.663  0.14
H 10.088 25.328 19.312  0.13
H 26.993 25.802 21.283  0.11
H 17.960 29.148 14.802  0.13
H 20.333 18.730 25.423  0.14
H 33.592 20.819 28.475  0.09
H 31.037 20.574 9.483  0.15
H 21.256 15.759 14.692  0.12
H 28.535 27.340 19.147  0.09
H 20.151 17.134 22.029  0.10
H 16.888 27.797 15.152  0.12
H 25.838 6.123 28.120  0.14
H 21.108 20.591 34.685  0.11
H 18.293 26.391 20.172  0.10
H 30.562 18.762 16.353  0.09
H 18.479 19.872 24.458  0.13
H 27.755 19.906 26.332  0.10
H 16.558 15.330 12.748  0.09
H 25.653 28.711 22.157  0.13
H 20.180 21.439 20.204  0.11
H 20.273 14.714 33.033  0.09
H 12.313 23.804 19.456  0.11
H 16.478 29.762 29.571  0.11
H 30.609 17.890 12.702  0.10
H 20.920 22.675 8.181  0.13
H 15.725 29.728 31.828  0.10
H 14.373 28.500 31.867  0.11
H 28.989 26.842 22.494  0.15
H 29.606 17.916 26.176  0.15
H 28.629 21.389 26.830  0.10
H 19.924 22.344 33.643  0.12
H 19.472 20.929 9.186  0.12
H 13.860 22.498 20.533  0.07
H 25.006 30.552 23.717  0.14
H 23.129 21.070 19.410  0.08
H 10.596 8.320 20.333  0.09
H 20.054 17.336 24.395  0.11
H 8.303 10.907 22.549  0.11
H 31.460 19.240 28.313  0.15
H 19.966 26.335 21.885  0.09
H 9.392 10.288 19.821  0.18
H 28.765 28.339 21.687  0.14
H 28.188 19.687 14.590  0.12
H 27.201 31.104 24.616  0.13
H 30.051 21.200 14.081  0.15
H 18.150 18.437 23.473  0.11
H 19.605 17.946 20.551  0.10
H 22.723 6.701 25.979  0.13
H 24.742 7.331 30.727  0.12
H 19.682 19.343 31.177  0.14
H 6.541 21.643 20.468  0.12
H 22.046 19.253 33.906  0.13
H 20.359 21.591 30.803  0.14
H 18.534 20.048 5.232  0.16
H 29.217 25.955 20.097  0.08
H 18.684 19.913 21.713  0.13
H 20.782 20.029 19.440  0.07
H 15.385 28.814 33.361  0.13
H 18.184 16.870 6.220  0.11
H 22.095 18.061 23.200  0.15
H 19.820 26.161 18.255  0.14
H 12.353 20.107 29.433  0.16
H 22.939 8.333 29.429  0.12
H 20.238 27.918 18.280  0.14
H 20.135 21.234 6.516  0.10
H 20.363 25.321 20.530  0.10
H 10.703 20.079 31.916  0.12
H 8.616 25.042 18.522  0.10
H 19.040 17.883 5.196  0.13

The HOMO energy comes out at -16.55 eV. The charge is +10. The calculation puts the HOMO-LUMO gap at 5.116 eV. The calculation puts the largest force on an atom at 11.05 eV Å⁻¹.

***

No. 2
ORCA calculation (ωB97M-V with the def2-TZVPD basis set) on C2H3FS2 as an isolated structure at a distorted geometry.

Each line ends with the natural charge from an NBO analysis.
Element x y z (Å)
S 1.227 -0.544 0.289  0.20
S -1.207 0.527 0.221  0.24
F -0.541 -1.329 -1.521  -0.33
C -0.485 -0.987 -0.276  -0.07
C 0.523 1.102 0.232  -0.64
H -1.059 -1.955 0.588  0.17
H 0.965 1.539 -0.626  0.22
H 0.577 1.648 1.092  0.22

The HOMO energy comes out at -9.35 eV. The charge is 0. The calculation puts the HOMO-LUMO gap at 9.538 eV. The calculation puts the largest force on an atom at 6.67 eV Å⁻¹.